No. 1
The following is a quantum chemistry calculation of one molecule with the formula C4H7NO, from the OMol25 dataset.

XYZ file:
```
13
Properties=species:S:1:pos:R:3:forces:R:3
C 0.434697 0.941431 1.308868 0.025 0.010 -0.039
C -0.022945 -0.336773 0.620792 0.292 -0.112 0.092
N -1.244528 -0.197625 -0.246408 -0.093 -0.079 -0.389
C -0.366887 -0.047113 -1.510894 -0.157 0.071 0.158
C 0.678691 -0.734470 -0.668584 0.490 -0.299 0.120
O 1.410086 -1.657692 -0.914619 -0.027 0.499 -0.009
H -0.127570 1.137813 2.227874 -0.002 -0.097 -0.209
H 0.330254 1.815146 0.657428 0.010 -0.172 0.036
H 1.491822 0.835965 1.577603 -0.146 0.054 0.004
H -0.044045 -1.175390 1.324714 -0.180 0.123 -0.038
H -1.743443 -1.086626 -0.210280 0.122 0.188 -0.359
H -0.286720 1.026032 -1.671979 0.380 -0.026 0.039
H -0.509413 -0.520698 -2.494515 -0.717 -0.160 0.596
```
Positions in Å, forces in eV/Å.

Properties
- 2S+1 = 1
- orbital gap (Eh) = 0.390
- max |F| (Eh/bohr) = 0.018
- E_LUMO (eV) = 0.98

natural (NBO) population analysis, charges in e, atoms 1 to 8:
1. C -0.615
2. C -0.160
3. N -0.576
4. C -0.349
5. C 0.566
6. O -0.528
7. H 0.221
8. H 0.213

No. 2
The following is a quantum chemistry calculation of C4H6O2 as an isolated structure, from the OMol25 dataset.

XYZ file:
```
12
Properties=species:S:1:pos:R:3:forces:R:3
O 0.652104 0.929162 0.721538 0.251 -0.731 -0.089
C 1.954614 0.030171 -0.117061 -0.049 0.240 0.222
C 1.018608 -0.875471 -0.707378 -0.302 0.226 0.245
C -0.045533 -0.388589 -0.127106 0.006 0.075 -0.120
C -1.527460 -0.455599 -0.005074 0.278 -0.236 0.257
O -2.217084 0.658813 -0.533015 0.130 -0.001 -0.221
H 0.660572 0.712886 1.673466 0.007 0.131 -0.315
H 2.608486 -0.317923 0.691018 -0.238 0.118 -0.161
H 2.413401 0.812271 -0.727871 -0.180 -0.121 0.165
H -1.813156 -1.404056 -0.495052 0.096 0.273 0.078
H -1.838368 -0.524808 1.044233 0.084 0.008 -0.164
H -1.866182 0.823148 -1.417701 -0.084 0.018 0.102
```
Positions in Å, forces in eV/Å.

Properties
- 2S+1 = 1
- orbital gap (Eh) = 0.342
- max |F| (Eh/bohr) = 0.015
- E_LUMO (eV) = 0.50

natural (NBO) population analysis, charges in e, atoms 1 to 8:
1. O -0.710
2. C -0.055
3. C -0.283
4. C 0.121
5. C -0.134
6. O -0.700
7. H 0.481
8. H 0.201

No. 3
The following is a quantum chemistry calculation of C37H35NdP2 as an isolated structure at a distorted geometry, from the OMol25 dataset.

XYZ file:
```
75
Properties=species:S:1:pos:R:3:forces:R:3
C -1.151084 2.663018 -0.359052 0.057 -0.418 -0.010
C 0.073303 2.331491 -0.988613 -0.182 -0.488 0.173
C 0.139052 2.287595 -2.385870 -0.115 -0.536 0.135
C -0.996491 2.538166 -3.152677 -0.277 -0.180 -0.024
C -2.207835 2.847330 -2.542358 -0.028 0.027 0.358
C -2.281010 2.885980 -1.139555 -0.181 0.249 0.190
P 1.420974 1.610316 0.003714 0.084 1.340 -0.489
C 2.943855 1.798241 -1.017140 0.007 -0.336 -0.096
C 3.487764 0.727447 -1.774445 0.185 0.506 0.145
C 4.619737 0.957428 -2.556148 0.004 -0.256 -0.261
C 5.161863 2.234387 -2.677726 -0.348 0.477 0.393
C 4.587913 3.300595 -1.962373 0.002 -0.198 0.146
C 3.511660 3.084743 -1.097352 -0.083 -0.661 -0.106
Nd 1.119611 -1.058648 -1.154260 -0.794 0.589 1.439
P -1.267232 -1.941565 0.267492 0.306 -3.411 0.508
C -1.902693 -2.086201 -1.413981 -0.261 -0.160 -1.223
C -3.173731 -1.646594 -1.845459 0.744 -0.037 0.022
C -3.355227 -1.192926 -3.159567 -0.079 -0.069 0.101
C -2.275968 -1.114047 -4.051820 -0.283 0.104 0.304
C -1.049665 -1.694288 -3.693952 -0.276 -0.400 -0.159
C -0.916846 -2.310412 -2.433778 0.030 0.991 -0.555
C -0.720092 -3.669705 0.690115 -0.634 -0.485 0.018
C 0.050813 -3.869932 1.853883 0.069 0.219 -0.698
C 0.688644 -5.092174 2.068114 -0.289 0.067 0.075
C 0.538074 -6.149623 1.159693 -0.103 0.535 0.010
C -0.267423 -5.963731 0.028232 0.148 -0.216 0.221
C -0.935185 -4.754759 -0.193022 0.355 0.307 0.037
C -2.502779 -1.377294 1.470978 -0.230 0.513 0.724
C -2.072336 -0.410666 2.407143 -0.157 -0.069 -0.322
C -2.928071 0.072971 3.398393 -0.241 -0.017 0.297
C -4.246259 -0.397680 3.510339 0.458 0.004 -0.538
C -4.681546 -1.360027 2.587605 0.216 0.216 0.196
C -3.813789 -1.871343 1.609935 -0.157 0.197 0.032
C 1.559891 2.643146 1.444323 0.462 0.385 1.161
C 1.066862 3.961135 1.490937 0.008 -0.081 0.054
C 1.125459 4.692165 2.678446 0.091 -0.045 0.114
C 1.696848 4.150159 3.835530 0.056 -0.450 -0.556
C 2.246502 2.861249 3.769816 0.056 0.052 0.001
C 2.194605 2.112747 2.589076 -0.276 0.222 0.067
H 0.196473 -3.023080 2.535342 -0.005 -0.471 -0.118
H 1.299412 -5.203088 2.962216 -0.116 -0.108 -0.205
H 1.050838 -7.097215 1.348611 -0.234 0.360 -0.190
H -0.360492 -6.781074 -0.689506 -0.148 0.246 0.232
H -1.587164 -4.655202 -1.076719 0.403 -0.026 0.559
H -4.006911 -1.677537 -1.137535 0.341 0.388 -0.258
H -4.363030 -0.858206 -3.443765 0.613 -0.114 -0.032
H -2.424052 -0.615469 -5.015049 0.196 -0.331 0.330
H -0.200428 -1.693171 -4.407904 -0.735 -0.239 0.413
H 0.028230 -2.896684 -2.309051 -0.939 0.079 0.301
H -1.048612 -0.037188 2.349777 -0.198 0.033 0.057
H -2.581462 0.830775 4.107409 0.012 -0.319 -0.296
H -4.919090 -0.001924 4.289547 0.433 -0.298 -0.551
H -5.720562 -1.685926 2.647786 0.376 -0.182 -0.130
H -4.188630 -2.657659 0.962280 0.095 0.067 -0.029
H 0.627819 4.428898 0.606797 0.084 -0.212 0.284
H 0.714902 5.699572 2.702296 0.105 -0.195 -0.046
H 1.728623 4.723635 4.764799 -0.011 -0.218 -0.347
H 2.724186 2.432364 4.652673 -0.135 0.118 -0.290
H 2.645573 1.115143 2.560484 -0.235 0.314 0.058
H 3.144509 -0.334935 -1.790098 0.770 1.152 0.203
H 5.070789 0.112971 -3.080271 -0.087 0.320 0.071
H 6.030042 2.420547 -3.313108 -0.302 -0.148 0.209
H 4.990012 4.307744 -2.044502 0.030 -0.236 -0.049
H 3.084977 3.876767 -0.465217 0.352 -0.258 -0.469
H 1.060038 1.988085 -2.884512 -0.047 0.208 0.066
H -0.947729 2.392900 -4.225982 0.033 0.319 0.030
H -3.104444 3.059950 -3.136132 0.430 -0.200 0.219
H -3.237158 3.077719 -0.627010 0.543 0.028 -0.419
H -1.226157 2.713473 0.741287 0.040 -0.132 -0.720
H -0.342171 -0.382882 -0.153703 -0.121 1.501 1.257
H 0.619889 0.282324 0.695952 0.366 0.293 -2.070
C 2.271074 -1.355890 0.923606 -0.355 -0.497 -0.419
H 2.719159 -2.367194 0.880837 -0.136 0.176 0.010
H 1.678767 -1.311203 1.833849 0.150 0.048 0.324
H 3.084608 -0.626035 0.969902 0.087 0.049 0.126
```
Positions in Å, forces in eV/Å.

Properties
- 2S+1 = 4
- orbital gap (alpha / beta) (Eh) = 0.235 / 0.229
- max |F| (Eh/bohr) = 0.067
- total charge = +2
- E_LUMO (alpha / beta) (eV) = -6.23 / -6.21

Mulliken population analysis, charges in e, atoms 1 to 8:
1. C -0.792
2. C 0.912
3. C -0.593
4. C -0.673
5. C -0.660
6. C -0.734
7. P 1.047
8. C 0.995

No. 4
The following is a quantum chemistry calculation of C33H65B2ClF4N4O5P2SeSiW as an isolated structure, from the OMol25 dataset.

XYZ file:
```
119
Properties=species:S:1:pos:R:3:forces:R:3
W -1.499936 -1.124253 -0.142219 0.079 -0.767 -0.133
C 3.976383 3.709205 -5.918336 -0.010 -0.001 0.014
C 3.062040 3.249469 -4.833365 0.022 -0.038 -0.043
C 1.718963 2.745644 -5.234289 -0.002 0.013 0.009
C 3.574001 3.187542 -3.436222 0.093 0.048 -0.143
P 2.137205 -0.195550 -2.998552 -0.102 0.143 -0.012
C 2.082495 -0.630745 -1.202251 -0.053 -0.128 0.080
N 1.466363 0.344661 -0.323933 -0.042 0.021 -0.068
B 0.190840 0.366605 0.336176 -0.003 -0.244 0.265
N 0.282044 1.324878 1.403801 0.103 0.063 -0.144
C -0.563218 1.542455 2.574621 0.034 -0.004 -0.034
P -2.292918 2.145401 2.227452 -0.086 -0.085 -0.043
C -3.189428 1.402524 3.707660 0.038 0.013 0.090
C -3.138728 -0.124658 3.533590 -0.069 -0.022 -0.070
C -2.640784 1.743246 5.095590 -0.002 -0.050 -0.003
C -4.664820 1.805011 3.620243 -0.020 0.049 0.026
C -2.069918 4.000694 2.439547 -0.088 0.085 -0.145
C -3.391629 4.696649 2.087686 -0.004 -0.020 0.026
C -1.546764 4.554279 3.763119 0.024 0.019 -0.006
C -1.078086 4.349001 1.317474 0.036 0.022 0.007
C 1.564720 1.881776 1.348852 0.016 0.114 0.081
C 2.183219 2.836586 2.146857 -0.048 -0.042 -0.045
C 3.487191 3.214532 1.844466 0.004 0.014 0.013
C 4.171380 2.651784 0.773759 0.013 -0.003 -0.017
C 3.569386 1.681008 -0.018001 -0.037 0.036 0.040
C 2.271058 1.304274 0.285896 -0.018 -0.014 -0.095
C 3.421864 -1.429966 -3.568977 0.050 0.003 -0.002
C 3.246087 -1.563607 -5.084874 -0.003 0.022 -0.003
C 3.288873 -2.808407 -2.917767 -0.004 0.010 0.013
C 4.814887 -0.857226 -3.273401 0.005 -0.006 -0.009
H 3.745303 4.733517 -6.243547 -0.003 -0.001 -0.006
H 5.020555 3.704059 -5.599661 -0.003 0.006 0.002
H 3.891838 3.080710 -6.811580 0.005 -0.004 0.005
H 1.083559 2.508147 -4.380918 0.019 0.009 0.011
H 1.795009 1.824380 -5.831376 -0.004 0.012 -0.004
H 1.197536 3.473676 -5.872402 0.008 -0.027 0.025
H 2.780527 3.122826 -2.695193 -0.019 -0.030 0.042
H 4.222976 2.313262 -3.271507 -0.002 0.005 -0.014
H 4.192476 4.065172 -3.217671 -0.034 -0.012 0.076
H 1.549904 -1.575314 -1.097630 0.050 0.019 -0.036
H 3.096952 -0.821038 -0.841134 0.023 -0.001 0.039
H -0.625762 0.608664 3.132135 -0.043 0.012 0.021
H -0.052856 2.252044 3.221983 -0.008 -0.015 0.053
H -2.161169 -0.548237 3.756753 0.008 -0.001 -0.005
H -3.855164 -0.575242 4.226363 0.022 -0.015 0.012
H -3.422432 -0.427665 2.521501 0.007 0.052 0.067
H -1.563714 1.575384 5.163315 -0.005 -0.007 0.005
H -2.844083 2.773032 5.381451 0.002 0.022 -0.031
H -3.118611 1.098519 5.840356 0.008 0.007 0.003
H -5.094088 1.520784 2.657050 0.010 0.010 -0.004
H -5.226456 1.293277 4.407599 -0.001 -0.003 -0.015
H -4.814503 2.874931 3.755811 0.010 0.010 0.028
H -4.154306 4.553488 2.851768 -0.003 -0.001 0.000
H -3.220596 5.773764 1.995335 0.005 -0.006 -0.001
H -3.787185 4.333006 1.136753 0.003 -0.007 0.003
H -2.327943 4.607585 4.519888 -0.014 -0.029 0.011
H -0.718788 3.972630 4.172143 0.011 0.001 -0.001
H -1.180278 5.573528 3.603911 -0.008 0.002 0.018
H -1.338476 3.830843 0.392824 -0.018 0.005 -0.067
H -1.108608 5.426766 1.128548 0.020 0.006 0.023
H -0.051339 4.087138 1.571317 0.006 -0.027 -0.002
H 1.681124 3.284276 2.993973 -0.011 0.009 0.000
H 3.975064 3.959540 2.459584 -0.002 -0.005 -0.004
H 5.183817 2.966367 0.556337 -0.005 0.000 0.004
H 4.097768 1.241064 -0.854108 0.003 -0.004 0.002
H 2.280233 -2.009813 -5.330919 0.007 0.004 -0.011
H 3.301097 -0.588952 -5.576913 0.004 -0.005 0.005
H 4.032602 -2.198222 -5.503533 -0.003 -0.003 0.009
H 2.285386 -3.216695 -3.046559 0.018 0.000 0.026
H 3.998254 -3.500995 -3.380969 -0.016 -0.005 -0.007
H 3.503381 -2.787807 -1.849235 0.020 0.013 -0.001
H 4.963099 0.102933 -3.772054 0.001 -0.008 0.005
H 4.979231 -0.716802 -2.202656 -0.007 -0.001 0.001
H 5.583422 -1.547035 -3.637197 -0.006 0.003 0.002
F 0.071841 -3.600691 2.430729 0.060 0.004 -0.044
B 0.391123 -2.504447 1.723102 -0.265 0.237 0.211
F -0.761584 -1.471701 1.885103 0.233 -0.134 0.041
F 0.273557 -2.698610 0.301144 0.057 0.076 -0.111
F 1.538517 -1.869643 2.049941 0.016 -0.040 -0.036
O -3.879065 -4.579132 0.792611 0.164 0.152 -0.006
Cl -3.842030 -3.193627 0.422196 -0.233 -0.061 0.410
O -4.153520 -3.001596 -0.967595 -0.045 0.123 -0.346
O -2.255026 -2.839793 0.536986 0.117 -0.069 0.025
O -2.857284 -0.184602 0.065826 -0.107 0.339 0.029
C 0.174007 3.791691 -1.905266 -0.090 -0.052 0.101
N -1.192644 3.634305 -2.368127 0.078 -0.127 -0.049
C -1.783986 4.708335 -3.142966 -0.020 -0.012 -0.006
C -2.185075 4.168375 -4.503760 0.016 0.002 -0.002
C -3.225853 3.085990 -4.283939 0.007 0.020 0.005
N -2.933096 2.286249 -3.101830 0.023 -0.058 0.027
C -3.753220 1.100069 -2.947625 0.014 0.012 -0.038
C -1.792463 2.404609 -2.350933 -0.054 0.112 0.127
O -1.369154 1.482430 -1.649586 0.126 -0.027 -0.018
H 0.839278 3.989391 -2.746177 0.043 0.018 -0.049
H 0.488061 2.880675 -1.397726 -0.012 0.040 -0.031
H 0.247808 4.625839 -1.206569 -0.013 0.004 0.051
H -1.052327 5.510711 -3.224117 0.009 -0.003 -0.011
H -2.661840 5.108627 -2.622789 0.010 0.029 -0.010
H -1.298544 3.754312 -4.991236 -0.012 0.025 0.009
H -2.590769 4.952083 -5.144084 -0.007 -0.009 -0.012
H -3.276170 2.422486 -5.153750 -0.022 -0.003 -0.005
H -4.218391 3.533281 -4.163058 0.002 0.009 0.008
H -3.488493 0.324911 -3.673021 -0.004 0.017 -0.011
H -4.798807 1.375595 -3.099787 0.002 0.010 0.004
H -3.635404 0.696443 -1.948462 -0.002 0.011 0.016
C -1.061648 -4.932939 -1.869787 -0.146 -0.039 0.087
Si -1.464291 -3.720216 -3.213935 0.343 0.105 -0.026
C -3.167683 -3.805175 -3.953884 0.075 0.028 0.044
C -0.228569 -3.795624 -4.615812 0.002 -0.052 0.050
Se -1.153692 -1.481726 -2.470787 -0.239 0.020 -0.355
H -1.339182 -5.940507 -2.193282 0.020 0.012 -0.032
H -1.592188 -4.729165 -0.937798 0.027 -0.009 -0.099
H 0.007670 -4.925562 -1.652852 0.007 0.040 -0.021
H -3.264321 -4.759007 -4.481478 0.012 -0.002 0.026
H -3.309352 -3.005372 -4.683399 0.032 0.001 0.024
H -3.945719 -3.739667 -3.203140 -0.124 0.003 0.087
H -0.392259 -4.712534 -5.189657 -0.008 0.006 0.004
H 0.799755 -3.807632 -4.256910 -0.030 -0.010 -0.015
H -0.339995 -2.950238 -5.296949 -0.040 0.009 0.008
```
Positions in Å, forces in eV/Å.

Properties
- 2S+1 = 3
- orbital gap (alpha / beta) (Eh) = 0.195 / 0.231
- max |F| (Eh/bohr) = 0.015
- E_LUMO (alpha / beta) (eV) = -1.55 / -1.56

Mulliken population analysis, charges in e, atoms 1 to 8:
1. W 1.091
2. C -1.559
3. C 0.516
4. C -0.364
5. C -0.221
6. P -0.030
7. C -1.166
8. N 0.682